Here is a 2-piece molecular cluster, C4H9BrOS overall in a non-equilibrium geometry from OMol25. Energies are from the ωB97M-V functional and the def2-TZVPD basis.

Summary:
- LUMO energy (spin up / spin down): 0.1 / 0.4 eV
- Gap between HOMO and LUMO (spin up / spin down): 7.49 / 8.06 eV

The geometry in XYZ format:
```
16
C4H9BrOS the ωB97M-V functional and the def2-TZVPD basis
C 0.006 -1.502 0.902
C 0.157 1.956 0.412
C 0.240 -0.068 -1.140
C -0.528 -1.154 -0.418
O -0.383 2.927 -0.311
S 1.897 -0.560 -1.430
Br -2.531 -0.523 -0.227
H 0.682 -2.402 0.921
H -0.862 -1.653 1.599
H 0.410 -0.695 1.351
H -0.445 1.496 1.229
H 1.243 1.743 0.382
H -0.265 0.113 -2.076
H -0.662 -2.047 -1.030
H -1.240 3.268 0.066
H 2.282 -0.898 -0.231
```

These are the Mulliken partial charges, in e, on atoms 1 to 6: atom 1 (C): -1.37, atom 2 (C): -0.24, atom 3 (C): -0.56, atom 4 (C): 0.04, atom 5 (O): -0.43, atom 6 (S): -0.17

***

Here is C28H28InN7O6PS as an isolated structure in a non-equilibrium geometry from OMol25. Energies are from the ωB97M-V functional and the def2-TZVPD basis.

Summary:
- Charge: -1
- LUMO energy: 1.8 eV
- Gap between HOMO and LUMO: 7.58 eV

The geometry in XYZ format:
```
72
C28H28InN7O6PS the ωB97M-V functional and the def2-TZVPD basis
In 0.405 -0.204 -0.751
N 0.611 -1.924 -2.333
C 1.386 -2.995 -1.701
C 1.661 -4.193 -2.597
C 0.442 -5.048 -2.954
C 0.019 -6.078 -1.891
N -0.344 -5.592 -0.555
C -1.221 -4.605 -0.320
N -2.164 -4.312 -1.212
N -1.191 -3.966 0.849
C 2.702 -2.335 -1.168
O 3.756 -2.955 -1.285
O 2.498 -1.203 -0.630
H -0.366 -2.121 -2.578
H 1.083 -1.575 -3.160
H 0.871 -3.291 -0.783
H 2.432 -4.810 -2.133
H 2.099 -3.801 -3.520
H 0.676 -5.644 -3.839
H -0.390 -4.393 -3.225
H 0.853 -6.757 -1.724
H -0.803 -6.682 -2.287
H 0.356 -5.723 0.156
H -2.164 -4.863 -2.054
H -2.401 -3.302 -1.345
H -0.408 -4.101 1.470
H -1.595 -3.028 0.878
O -2.209 -1.700 -2.719
S -2.206 -0.464 -1.865
O -3.526 0.088 -1.729
O -1.655 -0.919 -0.506
O -1.193 0.475 -2.394
C 0.827 2.241 4.669
C -0.484 1.894 4.370
C -0.953 2.012 3.071
C -0.127 2.497 2.056
C 1.185 2.845 2.365
C 1.657 2.715 3.665
P -0.812 2.469 0.354
C -1.715 4.064 0.272
C -1.916 4.923 1.347
C -2.667 6.081 1.188
C -3.224 6.391 -0.043
C -3.029 5.537 -1.122
C -2.287 4.378 -0.964
C 0.660 2.851 -0.661
C 1.125 4.121 -0.996
C 2.237 4.256 -1.815
C 2.905 3.132 -2.283
C 2.458 1.862 -1.935
C 1.327 1.717 -1.141
H 1.207 2.120 5.674
H -1.130 1.502 5.146
H -1.967 1.709 2.831
H 1.844 3.205 1.585
H 2.686 2.968 3.891
H -1.477 4.691 2.310
H -2.817 6.747 2.030
H -3.816 7.290 -0.162
H -3.465 5.772 -2.086
H -2.146 3.695 -1.795
H 0.620 5.005 -0.622
H 2.589 5.244 -2.088
H 3.769 3.245 -2.928
H 2.994 0.980 -2.270
N 0.417 -0.761 1.407
C 0.665 -1.150 2.468
C 0.861 -1.705 3.721
C 0.015 -2.760 4.127
N -0.664 -3.646 4.430
C 1.896 -1.241 4.566
N 2.736 -0.878 5.271
```

These are the Mulliken partial charges, in e, on atoms 1 to 6: atom 1 (In): 1.34, atom 2 (N): -0.15, atom 3 (C): 0.72, atom 4 (C): -0.99, atom 5 (C): -0.22, atom 6 (C): -1.27

***

Here is one molecule with the formula C5H4N2O3 in a non-equilibrium geometry from OMol25. Energies are from the ωB97M-V functional and the def2-TZVPD basis.

Summary:
- LUMO energy: 0.3 eV
- SMILES: O=Cc1cc(C(=O)O)[nH]n1
- Gap between HOMO and LUMO: 10.47 eV

The geometry in XYZ format:
```
14
C5H4N2O3 the ωB97M-V functional and the def2-TZVPD basis
C -1.159 -0.681 1.892
C -0.563 -0.172 0.663
C 0.647 -0.274 0.004
C 0.470 0.429 -1.143
C 1.500 0.701 -2.302
H 0.578 -1.360 2.450
H 1.722 -0.878 0.241
H 2.392 0.690 -1.911
H -2.199 0.875 0.152
N -0.708 0.953 -1.216
N -1.289 0.592 -0.235
O -0.328 -1.385 2.671
O -2.279 -0.372 2.181
O 1.218 0.883 -3.447
```

These are the Mulliken partial charges, in e, on atoms 1 to 6: atom 1 (C): 0.58, atom 2 (C): 0.21, atom 3 (C): 0.11, atom 4 (C): 0.06, atom 5 (C): -0.13, atom 6 (H): 0.31

***

Here is a 2-piece molecular cluster, C4H9NO2 overall from OMol25. Energies are from the ωB97M-V functional and the def2-TZVPD basis.

Summary:
- LUMO energy: 0.7 eV
- SMILES: CC(C)O.N=C=O
- Gap between HOMO and LUMO: 11.31 eV

The geometry in XYZ format:
```
16
C4H9NO2 the ωB97M-V functional and the def2-TZVPD basis
C 1.326 0.125 1.603
C 0.418 -0.006 0.389
O 0.425 -1.352 -0.109
C -1.028 0.321 0.719
C -1.094 0.460 -2.744
O -1.379 1.573 -2.992
N -0.842 -0.715 -2.598
H 0.972 -0.525 2.410
H 1.334 1.158 1.965
H 2.360 -0.151 1.363
H 0.774 0.669 -0.406
H 1.345 -1.618 -0.245
H -1.371 -0.294 1.556
H -1.128 1.377 0.989
H -1.679 0.122 -0.137
H -0.432 -1.143 -1.763
```

These are the Mulliken partial charges, in e, on atoms 1 to 6: atom 1 (C): -1.38, atom 2 (C): 0.54, atom 3 (O): -0.63, atom 4 (C): -1.22, atom 5 (C): 0.66, atom 6 (O): -0.47

***

ΔE to the lowest compared entry with this formula, charge and spin
In order: 2.365; 0.974; 1.420; 0.843
Unit: eV